Density functional theory data (wB97M-V/def2-TZVPD) for 8 unconnected molecules or ions with the total composition C60H130N6O8 in a non-equilibrium geometry.

Structure (ORCA input):
```
! wB97M-V def2-TZVPD RIJCOSX def2/J DEFGRID3
* xyz -1 2
H 2.82 -4.12 3.46
C 3.68 4.38 4.38
H -3.05 -4.48 -4.25
H -3.30 -8.54 -1.89
H 5.78 -2.97 2.04
H 5.78 2.18 2.09
H 7.12 0.17 2.17
H -5.85 -1.07 1.16
H -3.13 4.02 1.59
H -1.98 -1.40 -5.62
H 3.76 5.31 4.95
H -1.61 -9.01 -1.90
C 6.04 -7.11 0.96
H 2.99 -2.68 2.71
H -2.46 -1.07 -8.03
C -2.99 0.21 -3.66
C 0.13 -5.12 -1.77
O -4.06 -6.04 -2.48
H 4.48 -2.80 0.26
H 1.93 -3.88 1.93
H -2.38 -8.24 -0.57
H -0.45 0.36 -4.11
H -0.90 -6.31 -4.20
C 0.92 0.54 4.69
C -1.01 1.11 -4.67
H 3.47 4.74 3.37
H -0.44 -3.28 -2.11
C 0.21 4.93 -1.33
H 0.07 6.05 1.99
H -4.74 3.79 3.68
H -3.10 1.04 -2.96
C -1.26 4.92 -1.67
C -1.39 7.43 -1.04
O -2.23 0.68 3.46
H -2.07 -7.60 -4.42
C 2.90 0.77 6.27
N -0.05 7.28 -0.44
C -2.33 -4.38 -2.24
C -1.52 8.82 -1.84
N -2.73 -5.81 -2.09
H -3.45 -3.71 -0.46
H -1.55 0.81 2.78
C 5.58 0.76 0.79
H -1.79 3.71 -8.13
C -2.50 0.74 -4.97
C 4.88 -4.65 -0.77
H 0.56 -5.08 -2.77
C -2.67 3.07 1.83
H 2.23 6.64 0.92
H -0.70 8.96 -2.54
C -0.69 0.54 -0.46
H -4.71 2.24 0.39
H 6.12 -8.17 0.74
H 3.53 2.37 2.54
C 4.30 0.26 0.01
C -5.07 2.24 1.42
O 0.23 8.18 0.59
H 2.71 -7.88 0.48
H -4.51 3.98 -6.94
H 1.41 2.21 7.22
C -1.78 -6.89 -2.26
H 3.22 -7.03 3.01
C 3.78 -8.08 0.52
H -4.42 -6.03 -1.59
H 0.51 4.52 1.58
H 4.04 -8.72 -0.33
H -0.79 2.45 -7.69
C 4.03 -3.79 0.21
C -2.54 -0.52 -5.92
H -3.04 -2.40 -1.59
H -2.55 6.48 0.54
C -3.02 2.26 -7.03
H 6.81 -0.97 0.91
H 3.61 -0.20 0.72
H -3.55 -0.93 -5.89
N 2.78 2.16 4.23
H 3.18 -1.21 4.68
H 5.93 -4.62 -0.47
N -3.31 1.86 -5.61
H 6.39 -7.17 1.99
H -4.01 -0.17 -3.74
H 2.37 -0.05 6.75
C 3.04 3.26 6.49
N 3.86 -5.84 1.61
H 1.36 0.46 0.02
C 4.48 -6.10 -0.80
H 3.99 0.70 6.28
H -4.78 -0.12 0.30
H -5.01 2.11 4.17
H -3.43 2.82 4.46
H -4.46 2.96 -4.65
H -1.42 -4.43 -4.29
H -0.75 2.02 -4.15
H -3.49 7.63 -0.47
H -2.46 9.10 -2.30
H -0.44 -1.05 1.93
H -4.34 -3.57 -1.91
H -2.25 -2.90 -4.03
H 0.60 -0.27 4.04
C 5.48 -4.00 2.19
H -0.43 -7.77 -3.79
H 0.50 -1.75 0.62
C -4.63 -0.91 3.76
H -5.10 2.51 -7.46
C -2.30 -8.19 -1.66
C -0.94 -4.08 -1.55
H 1.23 4.99 5.49
H 3.02 -3.71 -0.17
H -2.42 -1.82 2.59
H -0.46 -6.75 -0.44
C -2.52 7.41 -0.02
C -3.11 0.94 -7.88
H -2.67 -1.24 0.96
C -3.19 -1.55 1.86
C 0.49 5.94 -0.15
H 4.96 -4.25 -1.78
H 4.29 -0.04 4.15
H 1.26 -1.04 2.04
H -2.31 2.65 0.89
H 4.66 3.91 4.30
C -3.82 2.19 2.44
O 5.04 1.80 1.61
O -3.51 2.96 -4.73
C -2.24 -0.20 -7.40
H 6.76 -6.67 0.27
C 2.87 -3.73 2.45
H 0.71 3.96 4.02
H -1.81 4.68 -0.76
H 6.21 -4.59 1.64
O 2.61 2.29 2.83
H 0.30 -7.26 -1.82
C -0.45 -6.53 -1.51
C 2.02 6.07 0.01
H -2.96 1.20 -8.93
H 4.53 -0.51 -0.72
H 5.20 -6.54 -1.48
H 3.01 -0.37 3.03
H -1.03 -3.67 -0.55
H -0.50 1.12 -5.63
H -1.15 5.08 1.21
C 0.43 0.34 0.57
C 2.63 3.42 4.97
H 0.92 1.44 2.21
H -2.54 8.27 0.65
H 3.76 0.95 -0.64
C 6.31 -0.29 1.60
C -1.67 2.99 -7.33
H 0.87 8.78 0.18
H 3.89 -8.70 1.41
H -5.31 -0.16 4.18
H -6.51 1.10 2.54
N -3.29 0.77 2.57
H 0.62 3.94 -1.15
H 5.78 -0.88 2.34
H -5.15 -1.87 3.75
C 1.20 4.02 4.99
H 2.85 4.18 7.04
H -1.52 3.68 -6.49
H -1.88 3.15 2.57
C -1.56 6.32 -2.17
H 0.50 3.41 5.56
H 3.49 -6.21 -1.25
H 0.62 5.32 -2.26
H -1.21 0.12 -7.51
H -4.18 3.37 -8.61
C 2.42 0.83 4.81
C -5.22 -0.20 1.30
H -0.58 -0.04 -1.38
H 4.12 3.19 6.56
C -4.28 2.81 3.77
O 3.94 -6.41 2.86
H -2.46 -0.65 -3.24
C 0.45 -0.91 1.32
C -0.09 5.34 1.18
H -1.39 9.59 -1.07
H -3.79 -2.35 1.44
H 6.22 1.20 0.02
H -5.70 3.07 1.71
C -1.35 -7.18 -3.73
C 4.07 -4.35 1.65
H -3.87 -0.91 4.54
H 5.63 -4.31 3.22
H -1.67 0.52 0.01
O 0.24 1.40 1.53
H 0.36 1.38 4.28
H 2.48 5.09 0.08
H -0.92 6.44 -3.05
C -4.12 -0.43 2.42
H 0.48 0.35 5.67
H -4.10 0.50 -7.74
H 2.49 6.66 -0.78
C -3.33 -3.45 -1.51
H -6.80 1.05 0.82
H -1.49 4.12 -2.37
C 3.23 -0.29 4.09
H -0.58 1.58 -0.76
H -2.58 6.31 -2.56
C -6.01 1.09 1.57
C -4.21 3.13 -7.55
C 2.47 1.99 7.11
C 4.55 -6.73 0.60
H 0.97 -5.00 -1.08
C -2.24 -3.95 -3.75
H 2.89 1.86 8.11
*
```

Values from the calculation:
- energy relative to the best compared isomer or geometry (same formula, charge and spin) (kJ/mol) = 0.00
- max |F| (hartree/bohr) = 0.074
- M (g mol⁻¹) = 1063.7
- Kohn-Sham gap (spin up / spin down) (eV) = 1.375 / 8.078
- expectation value of S² = 0.750
- DFT total energy (Eh) = -3294.1228

***

Density functional theory data (wB97M-V/def2-TZVPD) for a molecular structure, C60H130N7O12 in a non-equilibrium geometry.

Structure (ORCA input):
```
! wB97M-V def2-TZVPD RIJCOSX def2/J DEFGRID3
* xyz 3 1
H -0.65 -5.99 -2.93
C -3.31 5.24 -0.19
H -0.22 -1.39 0.24
C -2.71 -7.03 -4.47
H -3.74 -0.79 -1.50
H -2.46 6.81 -1.83
H 1.00 0.96 -5.08
C -1.02 4.44 -0.32
C 3.36 -0.36 -1.62
C -1.58 0.75 -7.22
C -2.10 -0.71 2.71
C -2.73 3.61 -2.00
H 1.04 -1.32 2.02
H -0.72 0.79 -4.82
H -0.68 0.95 -2.33
C -1.58 -4.13 -1.30
H 4.60 -3.70 6.44
C 3.90 -1.18 5.51
H 1.06 5.09 4.08
C 3.01 4.04 7.58
C 4.63 -2.19 3.54
H 0.14 3.31 -5.67
C -6.92 2.37 3.76
C -3.33 4.21 -3.23
C 8.77 -0.21 6.97
H 2.57 -1.21 1.30
H -2.08 -6.19 -4.76
H -8.07 1.52 2.20
C 0.46 1.32 5.02
H 2.75 3.40 -9.36
C -0.47 5.49 0.63
H 2.73 4.06 -4.27
H 4.53 -3.00 2.81
O -1.66 0.08 1.73
C 5.08 -2.85 6.92
O -1.60 -1.86 2.91
H -4.35 4.54 -3.05
H 6.42 -0.07 5.52
C -0.34 1.95 6.11
H 3.53 2.75 5.87
H 4.44 0.31 -3.44
H -1.00 5.37 1.57
O 1.11 -5.82 1.82
H 2.59 0.97 1.44
C 0.09 3.45 6.13
H -1.40 1.73 5.95
H 1.57 -0.93 -2.60
H -0.64 -9.06 -2.77
H -1.24 -0.13 -0.96
H -3.38 4.35 0.43
H 7.90 -2.11 6.42
H -2.46 1.08 -6.68
H -2.94 6.11 0.35
H -0.76 -3.73 -1.89
O 3.26 -4.68 -3.72
H 2.18 2.19 6.81
H 2.59 -1.58 3.82
C -5.51 -1.60 -0.45
H 1.23 0.70 5.48
H 0.41 -6.46 1.66
H -3.70 -8.70 -5.38
H -3.39 2.99 -1.39
N -6.06 0.71 0.27
C -0.97 -8.45 -3.60
H 9.75 -0.60 7.23
H 2.31 1.76 -9.84
C -7.21 1.22 -0.62
H -6.02 -1.73 -1.41
H -1.59 2.86 -5.68
C 3.41 -2.05 4.37
H 2.97 -4.24 -2.91
N -2.13 -7.54 -3.13
H 1.43 5.53 -0.25
H -0.61 4.03 5.53
H -7.03 1.05 -1.69
C -1.92 5.93 -2.20
H 0.81 0.58 -8.40
C 2.04 -4.69 -3.50
H -3.96 1.32 0.05
C 6.26 -0.67 6.42
H 4.00 -0.15 5.17
O 0.68 -3.77 2.65
C -4.68 0.68 -0.46
N -0.31 1.54 -6.73
C 0.80 -1.26 -0.11
H -1.18 -6.90 -1.43
H -3.75 -8.99 -2.87
H -1.91 2.92 -2.22
H -1.76 1.09 -8.24
H 8.46 0.62 7.60
C 0.70 1.56 -7.95
H 2.11 4.20 8.17
H 2.64 1.69 -7.01
H 0.15 2.20 -8.64
O 1.69 4.96 -3.64
C 1.96 -0.05 -2.09
C -1.67 -9.18 -4.80
H -0.43 -0.83 -2.37
C 7.62 -1.24 7.01
H -0.99 -9.77 -5.41
H -2.68 -8.91 -1.42
H -0.69 6.46 0.18
H 1.86 5.51 5.71
H -0.17 -1.47 -5.25
H 5.61 -0.22 7.16
H 7.37 -1.68 7.98
H 1.91 0.84 -2.71
C -7.07 1.36 2.58
H 5.31 -0.74 -2.24
H 1.66 2.02 -0.52
H -2.30 0.75 1.98
H 0.45 2.92 3.66
H -1.23 3.48 0.16
H 3.04 -3.01 4.71
H -4.83 1.06 -1.47
H 3.70 2.50 8.93
C 2.78 2.35 -9.05
H -2.40 -8.05 -6.42
C -5.96 1.59 1.52
C -3.12 -8.35 -2.25
O -0.78 -5.17 2.80
C -2.44 5.41 -3.59
H -1.19 -4.40 -0.32
H -7.76 2.24 4.44
H -5.67 2.63 1.37
H 1.96 2.27 3.63
H -3.19 -5.47 -1.47
C 4.04 3.44 8.51
H 3.25 -0.91 6.34
H 3.83 2.09 -8.99
H -0.85 6.17 -2.20
C 0.07 0.64 -5.55
C 1.79 4.84 4.85
H -2.05 -1.16 -6.55
H 4.86 3.08 7.88
C 1.17 2.47 4.35
C 1.56 0.65 1.28
N 5.30 -1.72 5.86
C 2.66 3.09 6.44
H -6.00 2.14 4.29
H 0.97 0.98 2.13
H -5.10 1.08 1.95
C -1.49 -6.33 -2.32
H -0.02 0.75 4.22
O 1.16 -5.22 -4.26
C 0.34 -4.92 2.39
H 2.79 4.69 4.44
O -3.09 -0.36 3.30
H -0.12 -7.83 -3.90
C -1.18 -0.72 -7.03
H -0.88 3.55 -7.13
H 0.07 3.86 7.14
H 8.84 0.01 5.91
H -3.63 -0.99 0.32
O 0.53 3.24 -3.13
H -4.25 5.39 -0.72
H -3.67 -7.49 -1.88
H -6.94 0.34 2.93
H 0.07 1.55 0.05
C 5.81 -2.36 4.52
H 3.36 -1.28 -1.03
H 6.29 -3.32 4.70
C -0.51 0.06 -1.74
H 1.59 6.11 1.43
H -2.33 -3.38 -1.05
H 4.50 -2.42 7.74
C 2.05 2.27 -7.72
H -6.77 3.41 3.45
C 4.37 -0.53 -2.74
H -2.71 -4.73 -3.01
H 4.42 4.10 9.29
H 6.05 -3.22 7.25
H -2.90 6.21 -4.16
H 6.62 -1.69 4.23
C -4.26 -0.79 -0.54
O 2.43 3.14 -4.32
N -2.24 4.83 -1.22
H -2.13 -9.99 -4.22
H 4.09 -1.24 -3.52
C 1.50 3.76 -3.61
C -0.68 2.91 -6.27
H -3.72 -6.72 -4.24
C 0.04 -0.77 -6.06
H -5.86 -1.03 1.50
C 1.55 -0.86 1.17
H -8.13 0.89 -0.14
C -6.34 -0.81 0.54
H 0.96 -1.12 -6.52
H 1.21 -2.17 -0.56
H -3.36 3.45 -4.01
C -2.35 -5.12 -2.06
C 1.09 1.19 -0.09
H 3.69 0.42 -0.94
O 1.87 -4.05 -2.46
H 3.33 5.05 7.30
H -5.35 -2.66 -0.27
H 4.77 -1.29 2.95
N 0.83 -0.03 -1.02
H -0.10 1.52 7.08
C -2.71 -8.23 -5.40
H 1.80 3.27 -7.37
N 1.48 3.52 5.49
H -0.35 4.24 -1.15
H -1.61 5.01 -4.16
H -7.39 -1.08 0.60
H -7.18 2.29 -0.42
H 1.18 4.43 1.18
H -0.98 -1.26 -7.96
C 1.06 5.43 0.77
*
```

Values from the calculation:
- energy relative to the best compared isomer or geometry (same formula, charge and spin) (kJ/mol) = 423.95
- max |F| (hartree/bohr) = 0.241
- M (g mol⁻¹) = 1141.7
- Kohn-Sham gap (eV) = 3.693
- DFT total energy (Eh) = -3649.0382